The following is a quantum chemistry calculation of C20H21LuN6O3S as an isolated structure, from the Open Molecules 2025 dataset.

## Properties
* DFT total energy: -80622.32769 eV
* energy relative to the best compared isomer or geometry (same formula, charge and spin): 0.000 eV

Geometry (Å):
Lu: -0.136 0.404 0.628
O: -2.666 -2.718 2.331
C: -1.996 -1.980 1.607
N: -0.976 -1.202 1.973
C: -0.693 -1.303 3.385
C: 0.369 -0.317 3.761
C: 0.967 -0.316 5.020
C: 1.924 0.630 5.308
C: 2.267 1.563 4.335
C: 1.634 1.498 3.113
N: 0.703 0.573 2.824
C: -2.296 -1.947 0.127
C: -3.386 -2.651 -0.362
C: -3.581 -2.678 -1.731
C: -2.683 -2.012 -2.549
C: -1.647 -1.295 -1.971
N: -1.467 -1.237 -0.645
H: -0.369 -2.312 3.670
H: -1.588 -1.109 3.993
H: 0.674 -1.057 5.751
H: 2.403 0.648 6.277
H: 3.011 2.324 4.517
H: 1.859 2.203 2.327
H: -4.018 -3.171 0.342
H: -4.411 -3.221 -2.162
H: -2.773 -2.029 -3.626
H: -0.941 -0.743 -2.575
N: -2.722 2.390 -1.814
C: -1.564 2.519 -2.456
N: -1.542 3.327 -3.534
S: -0.141 1.707 -2.063
H: -3.515 2.958 -2.059
H: -2.755 1.886 -0.938
H: -2.346 3.863 -3.813
H: -0.679 3.453 -4.028
O: -2.054 1.621 0.965
N: -1.456 2.560 1.599
O: -0.268 2.643 1.210
C: 2.181 0.276 0.161
C: 2.553 -0.127 -1.196
C: 2.966 0.797 -2.164
C: 3.229 0.410 -3.465
C: 3.088 -0.914 -3.855
C: 2.679 -1.848 -2.911
C: 2.418 -1.463 -1.612
H: 2.683 1.209 0.441
H: 2.466 -0.493 0.895
H: 3.077 1.840 -1.891
H: 3.552 1.154 -4.183
H: 3.296 -1.213 -4.873
H: 2.567 -2.889 -3.191
H: 2.103 -2.213 -0.893

Mulliken population analysis, charges in e, atoms 1 to 6: number 1, Lu, carries 1.56; number 2, O, carries -0.77; number 3, C, carries 0.01; number 4, N, carries -0.26; number 5, C, carries -0.71; number 6, C, carries 0.42

***

The following is a quantum chemistry calculation of C20H21N11RhS as an isolated structure, from the Open Molecules 2025 dataset.

## Properties
* DFT total energy: -51291.50927 eV
* energy relative to the best compared isomer or geometry (same formula, charge and spin): 0.187 eV
* net charge: +3

Geometry (Å):
Rh: 1.328 -1.318 -0.063
C: 1.766 -4.422 -3.027
C: 1.354 -3.433 -1.996
N: 2.116 -2.550 -1.448
N: 3.449 -2.397 -1.744
C: 4.180 -1.530 -1.014
N: 5.473 -1.448 -1.238
S: 3.462 -0.521 0.194
C: -0.045 -3.414 -1.492
C: -1.004 -4.295 -1.942
C: -2.283 -4.248 -1.387
C: -2.552 -3.327 -0.396
C: -1.541 -2.462 0.009
N: -0.327 -2.500 -0.527
H: 2.815 -4.375 -3.305
H: 1.174 -4.269 -3.933
H: 1.566 -5.434 -2.668
H: 3.866 -2.988 -2.452
H: 5.965 -2.044 -1.891
H: 6.035 -0.797 -0.706
H: -0.773 -5.020 -2.709
H: -3.047 -4.935 -1.727
H: -3.526 -3.266 0.068
H: -1.705 -1.725 0.783
N: -5.163 5.886 4.414
C: -4.403 5.072 4.135
C: -3.446 4.062 3.774
C: -3.841 2.997 2.967
C: -2.920 2.027 2.612
C: -1.614 2.147 3.057
C: -1.205 3.197 3.863
C: -2.132 4.159 4.228
N: -0.647 1.147 2.677
C: 0.217 0.495 3.523
C: 0.956 -0.342 2.752
N: 0.542 -0.203 1.440
C: -0.427 0.707 1.433
H: -4.868 2.926 2.639
H: -3.227 1.175 2.018
H: -0.177 3.275 4.192
H: -1.840 4.989 4.855
H: 0.218 0.673 4.584
H: 1.739 -1.020 3.048
H: -0.959 1.077 0.572
N: -0.436 3.862 -3.562
C: 0.378 3.041 -2.928
N: 1.679 3.309 -2.845
N: -0.187 1.942 -2.387
C: 0.391 0.965 -1.840
N: 0.795 -0.052 -1.419
H: -0.122 4.719 -3.988
H: -1.411 3.618 -3.642
H: 2.074 4.140 -3.257
H: 2.292 2.726 -2.304

Mulliken population analysis, charges in e, atoms 1 to 6: number 1, Rh, carries 0.13; number 2, C, carries -1.56; number 3, C, carries 0.73; number 4, N, carries 0.32; number 5, N, carries -0.58; number 6, C, carries 0.78

***

The following is a quantum chemistry calculation of one molecule with the formula C20H21NO, from the Open Molecules 2025 dataset.

## Properties
* DFT total energy: -24618.89280 eV
* energy relative to the best compared isomer or geometry (same formula, charge and spin): 0.000 eV
* SMILES: Cc1ccc([C@@H]2CC(=O)C=C(NCc3ccccc3)C2)cc1

Geometry (Å):
C: -5.609 -2.538 -0.371
C: -4.504 -1.545 -0.177
C: -3.419 -1.513 -1.045
C: -2.407 -0.586 -0.885
C: -2.446 0.340 0.150
C: -1.351 1.360 0.334
C: -1.230 2.285 -0.875
C: -0.160 3.344 -0.655
O: -0.243 4.445 -1.171
C: 0.963 2.934 0.147
C: 1.093 1.706 0.707
N: 2.200 1.394 1.440
C: 2.687 0.064 1.704
C: 3.532 -0.526 0.593
C: 3.449 -0.067 -0.713
C: 4.227 -0.636 -1.707
C: 5.093 -1.672 -1.407
C: 5.180 -2.138 -0.106
C: 4.406 -1.567 0.887
C: 0.000 0.685 0.598
C: -3.530 0.308 1.017
C: -4.544 -0.619 0.856
H: -6.308 -2.174 -1.125
H: -6.160 -2.693 0.554
H: -5.216 -3.493 -0.713
H: -3.369 -2.224 -1.858
H: -1.581 -0.587 -1.581
H: -1.593 1.978 1.207
H: -2.180 2.779 -1.087
H: -0.950 1.713 -1.764
H: 1.753 3.664 0.262
H: 2.925 2.098 1.414
H: 1.840 -0.603 1.892
H: 3.282 0.101 2.623
H: 2.779 0.743 -0.963
H: 4.154 -0.266 -2.719
H: 5.700 -2.114 -2.183
H: 5.855 -2.945 0.137
H: 4.477 -1.930 1.903
H: -0.070 0.108 1.523
H: 0.234 -0.013 -0.212
H: -3.584 1.020 1.829
H: -5.378 -0.622 1.544

Mulliken population analysis, charges in e, atoms 1 to 6: number 1, C, carries -1.44; number 2, C, carries 0.95; number 3, C, carries -0.93; number 4, C, carries -0.26; number 5, C, carries 0.47; number 6, C, carries 0.22

***

The following is a quantum chemistry calculation of one molecule with the formula C20H21NO7, from the Open Molecules 2025 dataset.

## Properties
* DFT total energy: -36903.95261 eV
* energy relative to the best compared isomer or geometry (same formula, charge and spin): 0.383 eV
* SMILES: COC(=O)c1ccc(CNC(=O)COC(=O)COc2ccc(OC)cc2)cc1

Geometry (Å):
C: -1.184 -3.264 5.194
O: -0.798 -2.266 4.262
C: 0.406 -2.433 3.692
O: 1.123 -3.374 3.932
C: 0.742 -1.348 2.741
C: -0.174 -0.360 2.391
C: 0.184 0.623 1.489
C: 1.452 0.639 0.921
C: 1.875 1.734 -0.025
N: 0.769 2.399 -0.668
C: 0.301 3.583 -0.237
O: 0.791 4.226 0.664
C: -0.935 4.097 -0.984
O: -1.262 3.297 -2.111
C: -2.468 2.733 -2.167
O: -3.333 2.857 -1.344
C: -2.600 1.911 -3.449
O: -1.371 1.419 -3.909
C: -0.715 0.487 -3.142
C: -1.234 -0.138 -2.017
C: -0.507 -1.125 -1.363
C: 0.756 -1.486 -1.812
O: 1.533 -2.460 -1.265
C: 0.937 -3.365 -0.365
C: 1.297 -0.813 -2.911
C: 0.573 0.153 -3.569
C: 2.364 -0.352 1.270
C: 2.016 -1.335 2.174
H: -0.463 -3.317 6.012
H: -2.163 -2.971 5.565
H: -1.233 -4.240 4.707
H: -1.159 -0.367 2.829
H: -0.528 1.393 1.232
H: 2.409 2.502 0.548
H: 2.546 1.330 -0.788
H: 0.300 1.911 -1.418
H: -1.782 4.126 -0.289
H: -0.731 5.114 -1.330
H: -2.962 2.578 -4.238
H: -3.344 1.119 -3.295
H: -2.210 0.115 -1.634
H: -0.947 -1.603 -0.503
H: 0.058 -3.843 -0.809
H: 0.655 -2.880 0.573
H: 1.695 -4.118 -0.160
H: 2.286 -1.085 -3.244
H: 0.973 0.657 -4.434
H: 3.350 -0.349 0.830
H: 2.714 -2.110 2.453

Mulliken population analysis, charges in e, atoms 1 to 6: number 1, C, carries -0.68; number 2, O, carries -0.30; number 3, C, carries 0.60; number 4, O, carries -0.62; number 5, C, carries 0.35; number 6, C, carries -0.91